Record 1
C6H9N4S | wB97M-V/def2-TZVPD

Lowest unoccupied orbital energy in eV: -4.2
HOMO level in eV: -12.3019
Charge: +1

Cartesian coordinates (Å):
C 1.57 -0.10 -0.95
C 3.48 -0.40 0.03
C 1.22 0.48 0.16
C -1.05 1.11 -0.52
C -1.28 -1.13 0.64
C -0.06 1.06 0.39
N 2.83 -0.62 -1.06
N -2.35 1.55 -0.21
N -2.16 -1.06 1.40
N -0.45 -1.91 0.00
S 2.60 0.52 1.26
H 0.87 -0.10 -1.85
H 4.41 -0.71 0.25
H -0.93 0.45 -1.44
H -0.28 1.52 1.41
H -2.91 1.74 -0.94
H -2.35 2.48 0.35
H -2.87 -0.53 1.92
H 0.38 -1.53 -0.51
H -0.67 -2.84 -0.33

The molecule's Löwdin atomic charges, reported in e, are given here: number 1, C, carries -0.2903; number 2, C, carries -0.3843; number 3, C, carries -0.5804; number 4, C, carries -0.1852; number 5, C, carries -0.2241; number 6, C, carries -0.1411; number 7, N, carries 0.0327; number 8, N, carries 0.0867; number 9, N, carries 0.3053; number 10, N, carries 0.2006; number 11, S, carries 1.0822; number 12, H, carries 0.1507; number 13, H, carries 0.0457; number 14, H, carries 0.1447; number 15, H, carries 0.1555; number 16, H, carries 0.0408; number 17, H, carries 0.1652; number 18, H, carries 0.1511; number 19, H, carries 0.0936; number 20, H, carries 0.1506

=====

Record 2
C6H9N4S | wB97M-V/def2-TZVPD

Lowest unoccupied orbital energy (alpha / beta) in eV: -5.2 / -5.2
HOMO level (alpha / beta) in eV: -12.6280 / -12.6289
Charge: +1

Cartesian coordinates (Å):
C -0.47 1.46 0.25
C 1.47 -1.53 0.30
C 0.17 0.20 0.28
C -2.60 0.19 -0.08
C -1.81 1.35 0.08
C 2.77 0.48 0.63
N 0.27 -2.00 0.19
N -1.86 -1.02 -0.15
N 1.48 -0.17 0.42
N -0.48 -0.94 -0.01
S -4.23 0.09 -0.07
H 0.04 2.32 0.40
H 2.20 -2.29 0.32
H -2.30 2.23 0.01
H -1.01 -0.27 -2.57
H 2.76 1.50 0.27
H 2.75 0.79 1.66
H 3.69 -0.06 0.45
H -2.14 -1.90 -0.50
H -0.70 -0.44 -1.89

The molecule's Löwdin atomic charges, reported in e, are given here: number 1, C, carries 0.0859; number 2, C, carries -0.0570; number 3, C, carries -0.1641; number 4, C, carries -0.7909; number 5, C, carries -0.0456; number 6, C, carries 0.0341; number 7, N, carries 0.1748; number 8, N, carries 0.0787; number 9, N, carries 0.0204; number 10, N, carries -0.1268; number 11, S, carries 0.7937; number 12, H, carries 0.1065; number 13, H, carries 0.1467; number 14, H, carries 0.0945; number 15, H, carries 0.1169; number 16, H, carries 0.1044; number 17, H, carries 0.0996; number 18, H, carries 0.1166; number 19, H, carries 0.1500; number 20, H, carries 0.0616

=====

Record 3
C6H9N4S | wB97M-V/def2-TZVPD

Lowest unoccupied orbital energy (alpha / beta) in eV: -4.8 / -4.4
HOMO level (alpha / beta) in eV: -11.5020 / -11.5815
Charge: +1

Cartesian coordinates (Å):
C -1.06 1.81 -0.57
C -2.42 1.41 -0.31
C -0.11 0.83 0.08
C -0.85 -0.28 0.66
C 0.06 -1.27 1.25
C 2.00 0.11 0.64
N -0.32 -1.00 -3.22
N 0.16 -1.20 -2.24
N 1.13 1.14 0.15
N 1.27 -1.27 0.45
S -2.52 -0.15 0.34
H -0.97 2.83 -0.36
H -3.30 1.78 -0.64
H 0.39 -0.85 2.23
H -0.56 -2.27 1.33
H 2.94 -0.08 0.11
H 2.20 0.11 1.67
H -0.68 1.76 -1.65
H 1.80 -2.16 0.65
H 0.84 -1.26 -0.55

The molecule's Löwdin atomic charges, reported in e, are given here: number 1, C, carries -0.1731; number 2, C, carries -0.3180; number 3, C, carries -0.3932; number 4, C, carries -0.5150; number 5, C, carries -0.1934; number 6, C, carries -0.1141; number 7, N, carries 0.1434; number 8, N, carries 0.0757; number 9, N, carries 0.1001; number 10, N, carries 0.0192; number 11, S, carries 1.1648; number 12, H, carries 0.1221; number 13, H, carries 0.0399; number 14, H, carries 0.1440; number 15, H, carries 0.1811; number 16, H, carries 0.1366; number 17, H, carries 0.1100; number 18, H, carries 0.1725; number 19, H, carries 0.2033; number 20, H, carries 0.0941

=====

Record 4
C6H9N5 | wB97M-V/def2-TZVPD

Lowest unoccupied orbital energy (alpha / beta) in eV: -8.5 / -8.5
HOMO level (alpha / beta) in eV: -15.8135 / -15.8151
SMILES: C/C=N\C(N)=C\[N+]#C[N+]#CN
Charge: +2

Cartesian coordinates (Å):
C 2.00 -0.17 2.31
C 2.19 -0.83 4.46
C -1.45 1.07 -2.11
C 0.71 0.71 -0.97
C 0.80 0.78 0.46
C -2.10 -0.15 -2.43
N 2.30 -0.87 3.30
N 1.63 0.17 1.25
N -0.32 1.16 -1.57
N 2.09 -0.89 5.74
N 1.77 0.17 -1.64
H -1.94 2.01 -2.42
H -0.05 1.28 0.95
H -2.69 0.07 -3.24
H -1.32 -0.93 -2.51
H -2.57 -0.58 -1.62
H 1.49 -1.63 6.15
H 2.94 -0.61 6.26
H 2.69 -0.17 -1.19
H 1.78 -0.08 -2.66

The molecule's Löwdin atomic charges, reported in e, are given here: number 1, C, carries -0.0041; number 2, C, carries -0.0136; number 3, C, carries -0.0718; number 4, C, carries -0.3264; number 5, C, carries -0.0059; number 6, C, carries 0.0074; number 7, N, carries 0.2656; number 8, N, carries 0.1804; number 9, N, carries 0.1826; number 10, N, carries 0.2706; number 11, N, carries 0.1833; number 12, H, carries 0.1606; number 13, H, carries 0.1597; number 14, H, carries 0.0840; number 15, H, carries 0.1243; number 16, H, carries 0.0885; number 17, H, carries 0.1857; number 18, H, carries 0.1951; number 19, H, carries 0.1759; number 20, H, carries 0.1581

=====

Record 5
C6H9NO | wB97M-V/def2-TZVPD

Lowest unoccupied orbital energy in eV: 0.4
HOMO level in eV: -7.2072

Cartesian coordinates (Å):
C -1.53 -1.55 0.18
C 1.24 0.27 -0.25
C -0.21 1.23 -0.35
C -0.37 0.58 0.96
C -1.08 -0.55 1.20
C 2.36 0.83 0.19
O 1.14 -0.77 -1.08
N -0.57 1.30 -1.54
H 1.04 -0.41 -1.98
H -1.38 1.89 -1.70
H -0.04 1.18 1.79
H -1.28 -0.78 2.24
H 3.30 0.59 -0.28
H 2.34 1.65 0.89
H -1.62 -1.10 -0.82
H -2.50 -1.97 0.45
H -0.84 -2.39 0.10

The molecule's Löwdin atomic charges, reported in e, are given here: number 1, C, carries -0.1166; number 2, C, carries -0.3945; number 3, C, carries -0.1868; number 4, C, carries -0.1514; number 5, C, carries -0.1625; number 6, C, carries 0.0736; number 7, O, carries 0.0308; number 8, N, carries 0.1622; number 9, H, carries 0.1271; number 10, H, carries 0.0732; number 11, H, carries 0.1173; number 12, H, carries 0.0920; number 13, H, carries 0.0681; number 14, H, carries 0.0609; number 15, H, carries 0.0642; number 16, H, carries 0.0669; number 17, H, carries 0.0756

=====

Record 6
C6H9NO | wB97M-V/def2-TZVPD

Lowest unoccupied orbital energy in eV: 0.6
HOMO level in eV: -9.4503
SMILES: c1ccncc1.CO

Cartesian coordinates (Å):
C 2.17 1.11 -2.02
C -0.17 0.51 1.08
C -0.57 -0.21 2.22
C -1.54 -1.11 2.02
C -1.87 -1.45 0.59
C -1.23 -0.84 -0.39
H 0.32 1.33 -1.67
H 3.06 1.31 -2.76
H 2.78 0.88 -1.05
H 1.77 -0.06 -2.07
H 0.82 1.13 1.08
H -0.14 0.03 3.15
H -1.98 -1.66 2.91
H -2.61 -2.12 0.52
H -1.39 -1.00 -1.47
N -0.45 0.21 -0.15
O 1.02 1.94 -2.02

The molecule's Löwdin atomic charges, reported in e, are given here: number 1, C, carries -0.2373; number 2, C, carries -0.1447; number 3, C, carries -0.0922; number 4, C, carries -0.0360; number 5, C, carries -0.0370; number 6, C, carries -0.1622; number 7, H, carries 0.0376; number 8, H, carries 0.0934; number 9, H, carries 0.0659; number 10, H, carries 0.1005; number 11, H, carries 0.1476; number 12, H, carries 0.0926; number 13, H, carries 0.1274; number 14, H, carries 0.0557; number 15, H, carries 0.1284; number 16, N, carries 0.0273; number 17, O, carries -0.1671

=====

Record 7
C6H9NO | wB97M-V/def2-TZVPD

Lowest unoccupied orbital energy in eV: 0.6
HOMO level in eV: -7.8356
SMILES: C=C(C=O)/C=C(/C)N

Cartesian coordinates (Å):
C -1.38 -1.83 -0.82
C -0.59 -0.79 -0.09
C 0.60 1.38 -0.07
N -0.31 -1.09 1.23
C 1.94 0.57 -0.25
C -0.36 0.43 -0.61
C 0.45 2.48 0.66
O 2.35 0.01 -1.24
H 0.07 -0.34 1.80
H -0.72 -1.91 1.64
H 2.60 0.82 0.61
H -0.68 0.64 -1.62
H -2.05 -2.39 -0.16
H -0.70 -2.54 -1.29
H -2.01 -1.39 -1.61
H 1.30 3.01 1.06
H -0.53 2.94 0.76

The molecule's Löwdin atomic charges, reported in e, are given here: number 1, C, carries -0.0419; number 2, C, carries -0.4019; number 3, C, carries -0.2752; number 4, N, carries 0.1132; number 5, C, carries -0.2235; number 6, C, carries -0.1004; number 7, C, carries 0.0702; number 8, O, carries 0.0714; number 9, H, carries 0.0958; number 10, H, carries 0.0895; number 11, H, carries 0.1152; number 12, H, carries 0.1118; number 13, H, carries 0.0725; number 14, H, carries 0.0847; number 15, H, carries 0.0873; number 16, H, carries 0.0616; number 17, H, carries 0.0697

=====

Taking the records one at a time from the top gives relative energy (zero: lowest compared OMol25 entry of this formula, charge and spin) values of 3.0925; 4.1255; 2.6159; 0.8521; 5.1868; 2.5677; 2.1820 eV.